DFT (ωB97M-V/def2-TZVPD) results for a cluster of 2 separate species, C22H49ClNO2P2Si in total.

Spin multiplicity = 1
HOMO energy = -10.2 eV
Net charge = +1
HOMO-LUMO gap = 8.1 eV

Geometry (Å):
C  2.55  5.23  2.36
C  1.78  4.17  2.62
C  0.37  4.22  3.12
Si  -0.84  5.40  2.25
C  -2.57  4.70  2.53
N  -2.72  3.61  1.51
C  -0.77  7.07  3.14
C  -1.43  8.22  2.44
O  -2.42  8.74  2.88
P  -0.70  5.56  -0.01
O  0.01  7.03  -0.24
Cl  0.75  4.22  -0.63
H  2.20  6.13  1.85
H  3.61  5.20  2.60
H  2.20  3.18  2.46
H  0.44  4.57  4.16
H  -0.05  3.21  3.19
H  -2.67  4.28  3.53
H  -3.31  5.48  2.34
H  -3.58  3.72  0.99
H  -2.74  2.71  1.98
H  0.26  7.33  3.42
H  -1.32  6.93  4.08
H  -0.99  8.61  1.51
H  0.94  7.04  0.03
C  -2.12  -4.65  -3.83
C  -0.62  -4.70  -3.52
C  -0.33  -5.14  -2.09
C  -0.59  -4.09  -1.00
P  0.65  -2.81  -0.75
C  2.25  -3.65  -0.61
C  2.42  -4.83  0.36
C  2.50  -4.52  1.86
C  3.48  -3.41  2.24
C  0.34  -2.01  0.83
C  -0.94  -1.22  1.11
C  -1.08  0.15  0.45
C  0.16  1.03  0.50
C  0.98  -1.69  -2.14
C  0.02  -0.64  -2.71
C  -1.44  -1.07  -2.99
C  -1.74  -1.24  -4.47
H  -2.66  -3.99  -3.14
H  -2.29  -4.28  -4.84
H  -2.56  -5.64  -3.75
H  -0.17  -3.72  -3.73
H  -0.15  -5.40  -4.20
H  0.71  -5.48  -2.02
H  -0.95  -6.01  -1.86
H  -0.64  -4.60  -0.03
H  -1.59  -3.65  -1.12
H  3.01  -2.88  -0.44
H  2.46  -4.02  -1.62
H  3.35  -5.33  0.08
H  1.62  -5.56  0.20
H  2.79  -5.44  2.37
H  1.51  -4.29  2.26
H  4.51  -3.71  2.01
H  3.42  -3.21  3.31
H  3.28  -2.48  1.72
H  1.23  -1.43  1.09
H  0.33  -2.84  1.54
H  -0.99  -1.08  2.19
H  -1.81  -1.83  0.85
H  -1.91  0.68  0.92
H  -1.39  0.01  -0.59
H  0.39  1.33  1.53
H  0.01  1.94  -0.08
H  1.05  0.53  0.10
H  1.33  -2.34  -2.95
H  1.88  -1.16  -1.81
H  0.47  -0.29  -3.64
H  0.03  0.23  -2.06
H  -2.11  -0.30  -2.60
H  -1.69  -1.98  -2.45
H  -1.67  -0.28  -4.99
H  -2.74  -1.62  -4.63
H  -1.03  -1.92  -4.95

Here are the Löwdin charges for atoms 1 to 6, given in e:
1. C -0.0263
2. C -0.2738
3. C -0.2774
4. Si 0.4837
5. C -0.3403
6. N -0.0731

DFT (ωB97M-V/def2-TZVPD) results for a structure of composition C22H49CoN2P3S2.

Spin multiplicity = 5
HOMO energy (alpha / beta) = -15.1 / -15.1 eV
Net charge = +3
ΔE to the lowest compared entry with this formula, charge and spin = 1.873 eV
<S²> = 6.087
HOMO-LUMO gap (alpha / beta) = 5.4 / 3.0 eV

Geometry (Å):
Co  -0.04  0.24  0.17
P  -0.75  2.00  1.34
P  -2.11  -0.48  -0.58
P  2.07  0.98  -0.24
H  -0.05  -2.66  -9.25
C  0.97  -2.89  -8.94
C  1.31  -4.09  -8.46
H  0.57  -4.90  -8.37
C  -1.21  3.43  0.29
C  -2.32  1.94  2.32
C  0.46  2.90  2.39
C  -2.33  -2.02  -1.59
C  -3.31  -0.92  0.75
C  -3.03  0.76  -1.58
C  3.26  0.14  -1.36
C  3.14  1.02  1.26
C  2.14  2.71  -0.88
H  1.72  -2.10  -9.08
H  2.35  -4.34  -8.20
H  -1.51  4.26  0.94
H  -2.05  3.16  -0.36
H  -0.36  3.73  -0.32
H  -2.46  2.87  2.90
H  -2.34  1.12  3.05
H  -3.16  1.81  1.64
H  -0.06  3.70  2.95
H  1.25  3.35  1.78
H  0.94  2.24  3.13
H  -3.39  -2.32  -1.59
H  -1.75  -2.84  -1.16
H  -2.01  -1.87  -2.63
H  -4.30  -0.49  0.52
H  -2.99  -0.57  1.74
H  -3.40  -2.01  0.79
H  -3.87  0.26  -2.08
H  -2.36  1.19  -2.33
H  -3.41  1.56  -0.93
H  4.23  0.66  -1.33
H  2.91  0.12  -2.40
H  3.41  -0.90  -1.04
H  4.00  1.68  1.08
H  3.51  0.00  1.46
H  2.59  1.37  2.14
H  3.16  2.92  -1.23
H  1.88  3.44  -0.10
H  1.44  2.80  -1.72
C  0.49  -1.21  -3.08
C  0.39  0.06  -3.68
C  0.22  0.19  -5.06
C  0.16  -0.94  -5.87
C  0.31  -2.21  -5.30
C  0.50  -2.35  -3.93
S  0.62  -1.45  -1.34
H  -0.20  0.88  -1.08
H  0.47  0.95  -3.04
H  0.14  1.19  -5.49
H  0.01  -0.84  -6.95
H  0.29  -3.10  -5.94
H  0.66  -3.32  -3.49
C  -1.95  0.11  5.43
N  -0.63  0.44  4.88
C  0.06  1.51  5.63
C  0.01  -0.46  4.04
S  -0.54  -0.87  2.46
N  1.01  -1.24  4.51
C  1.05  -1.59  5.93
C  1.66  -2.13  3.55
H  -1.86  0.16  6.53
H  -2.23  -0.89  5.11
H  -2.68  0.84  5.09
H  -0.23  1.42  6.69
H  1.15  1.44  5.53
H  -0.27  2.49  5.26
H  0.61  -2.59  6.11
H  2.10  -1.56  6.27
H  0.47  -0.86  6.51
H  0.91  -2.60  2.89
H  2.33  -1.54  2.91
H  2.23  -2.90  4.08

Here are the Löwdin charges for atoms 1 to 6, given in e:
1. Co -0.3602
2. P 0.7458
3. P 0.7838
4. P 0.7733
5. H 0.0563
6. C -0.0984

DFT (ωB97M-V/def2-TZVPD) results for a cluster of 3 separate species, C22H49F3O6S2Si in total.

Spin multiplicity = 1
HOMO energy = -9.8 eV
Net charge = 0
Structure (SMILES) = CCCCCCCCCCCCCCC[SiH2]C(F)(F)F.CCOS(C)(=O)=O.CCOS(C)(=O)=O
HOMO-LUMO gap = 10.4 eV

Geometry (Å):
C  2.06  -4.87  -0.86
C  3.04  -3.85  0.02
C  3.27  -2.40  -0.78
C  2.03  -1.35  -0.46
C  2.52  0.25  -0.55
C  1.36  1.02  -1.42
C  0.25  1.83  -0.53
C  -0.33  1.03  0.77
C  -1.75  0.24  0.52
C  -2.93  1.38  0.44
C  -4.45  0.80  0.24
C  -4.82  -0.51  1.15
C  -6.27  -1.09  0.62
C  -6.16  -2.40  -0.36
C  -5.00  -2.31  -1.51
Si  -5.56  -1.47  -3.17
C  -4.19  -0.29  -3.92
F  -3.16  0.10  -2.93
F  -4.89  0.98  -4.36
F  -3.59  -0.87  -5.17
H  1.64  -5.68  -0.12
H  1.14  -4.28  -1.28
H  2.62  -5.39  -1.75
H  4.07  -4.37  0.20
H  2.49  -3.61  1.03
H  3.36  -2.59  -1.95
H  4.26  -1.86  -0.46
H  1.63  -1.58  0.62
H  1.17  -1.61  -1.22
H  3.58  0.22  -1.07
H  2.57  0.61  0.57
H  0.84  0.31  -2.22
H  1.93  1.84  -2.08
H  0.62  2.92  -0.19
H  -0.66  2.05  -1.26
H  0.42  0.28  1.28
H  -0.57  1.86  1.60
H  -1.94  -0.41  1.50
H  -1.73  -0.53  -0.37
H  -2.85  2.07  1.38
H  -2.71  2.08  -0.51
H  -4.64  0.57  -0.90
H  -5.21  1.65  0.54
H  -3.97  -1.32  1.22
H  -5.01  -0.15  2.28
H  -6.90  -0.20  0.12
H  -6.89  -1.40  1.58
H  -7.20  -2.48  -0.94
H  -6.07  -3.43  0.24
H  -3.99  -1.83  -1.16
H  -4.74  -3.44  -1.80
H  -6.81  -0.73  -3.07
H  -5.76  -2.52  -4.18
C  -1.45  5.74  6.71
C  -2.21  4.48  6.31
O  -3.15  4.75  5.28
S  -2.60  4.90  3.75
C  -4.18  4.80  2.94
O  -1.83  3.73  3.40
O  -2.09  6.24  3.57
H  -0.79  6.07  5.90
H  -0.83  5.55  7.59
H  -2.14  6.56  6.92
H  -1.52  3.68  6.02
H  -2.78  4.12  7.18
H  -4.61  3.81  3.12
H  -4.03  4.95  1.87
H  -4.83  5.58  3.34
C  8.05  -2.60  -4.74
C  7.93  -3.20  -3.35
O  8.60  -2.39  -2.38
S  7.87  -1.03  -1.86
C  8.93  -0.74  -0.46
O  6.55  -1.37  -1.37
O  8.09  0.02  -2.83
H  7.49  -1.66  -4.81
H  7.65  -3.29  -5.49
H  9.09  -2.37  -4.98
H  6.89  -3.35  -3.07
H  8.42  -4.18  -3.34
H  8.81  -1.56  0.25
H  8.63  0.20  -0.01
H  9.96  -0.67  -0.81

Here are the Löwdin charges for atoms 1 to 6, given in e:
1. C -0.1536
2. C -0.2465
3. C -0.2235
4. C -0.2258
5. C -0.1898
6. C -0.2245

What is the formula in the third record?
C22H49F3O6S2Si

Number 1 is which compound?
C22H49ClNO2P2Si

Which value of spin multiplicity does entry 1 give?
1